The following is a DFT calculation (ωB97M-V with the def2-TZVPD basis set) of a structure of composition C25H59BrN7ORuSi2.

Each line ends with the Löwdin spin population.
Positions of all 96 atoms, in Å:
Ru1 0.03491 2.13013 0.17182  3.890
N1 0.27207 1.62448 2.47784  0.109
C1 0.26351 2.94739 3.12304  0.009
C2 1.48584 3.72798 2.68017  0.005
N2 1.62012 3.82879 1.19909  0.105
C3 1.27378 5.18218 0.70575  0.005
C4 -0.20796 5.30441 0.42423  0.010
N3 -0.55621 4.29745 -0.59058  0.114
C5 2.99138 3.46054 0.77992  0.006
C6 3.20288 1.96256 0.81081  0.006
N4 2.23753 1.32594 -0.10532  0.074
H1 1.02404 1.03557 2.82472  0.004
H2 -0.59782 1.12669 2.64531  0.001
H3 -0.65603 3.44420 2.81774  0.001
H4 0.25715 2.88081 4.21357  0.003
H5 1.46906 4.72479 3.12569  0.001
H6 2.37430 3.23162 3.07532  0.000
H7 1.60529 5.95326 1.40566  0.002
H8 1.81089 5.35104 -0.22965  0.000
H9 -0.80314 5.10467 1.31499  0.000
H10 -0.44030 6.31936 0.09514  0.004
H11 -1.56177 4.17558 -0.66231  0.002
H12 -0.21616 4.56348 -1.51036  0.003
H13 3.13854 3.81159 -0.24364  0.000
H14 3.73806 3.96549 1.40121  0.003
H15 4.23500 1.72826 0.54440  0.002
H16 3.03559 1.56139 1.81018  0.000
H17 2.54067 1.44715 -1.06838  0.004
H18 2.20372 0.31978 0.04159  0.002
C7 -4.44442 2.32388 -0.49376  0.008
Si1 -3.47476 2.10681 1.07729  0.042
C8 -3.72902 3.53917 2.23826  0.007
C9 -3.83302 0.47731 1.88331  0.006
O1 -1.84046 2.12130 0.65711  0.371
H19 -5.51046 2.42353 -0.28019  0.001
H20 -4.33205 1.45907 -1.15106  0.000
H21 -4.14872 3.21918 -1.04683  0.000
H22 -4.76441 3.60531 2.57688  0.001
H23 -3.49434 4.49366 1.75888  0.000
H24 -3.11459 3.43910 3.13613  0.000
H25 -4.89203 0.39196 2.13655  0.001
H26 -3.27400 0.33764 2.81024  0.000
H27 -3.58826 -0.34430 1.20497  0.000
C10 -2.16086 -3.39729 1.34289  0.001
C11 -0.69175 -3.85087 1.36413  0.004
C12 -0.63816 -5.38307 1.21256  0.001
C13 -0.15492 -3.49184 2.75678  0.000
Si2 0.33525 -3.05569 -0.03403  0.013
Br1 -0.34099 -0.79980 0.03552  0.058
C14 -0.15834 -3.55965 -1.81251  0.003
C15 0.46992 -4.92524 -2.14841  0.001
C16 -1.68459 -3.67988 -1.94084  0.000
C17 0.28094 -2.54698 -2.88372  0.000
C18 2.22858 -2.93404 0.26679  0.000
C19 2.94020 -2.43402 -0.99952  0.000
C20 2.61907 -1.96578 1.39676  0.001
C21 2.79956 -4.32463 0.60258  0.000
H28 -2.70471 -3.94486 2.11775  0.000
H29 -2.66131 -3.58891 0.39750  0.000
H30 -2.25345 -2.33255 1.56961  0.000
H31 -1.15236 -5.83689 2.06396  0.000
H32 0.38086 -5.77035 1.20764  0.000
H33 -1.13912 -5.73265 0.31181  0.000
H34 -0.83853 -3.89856 3.50700  0.000
H35 -0.10526 -2.41191 2.91423  0.000
H36 0.82398 -3.92125 2.95513  0.000
H37 0.22199 -5.69640 -1.41878  0.000
H38 1.55471 -4.87118 -2.23047  0.000
H39 0.09019 -5.26164 -3.11684  0.000
H40 -2.10257 -4.46660 -1.31649  0.000
H41 -1.92912 -3.92845 -2.97737  0.000
H42 -2.18917 -2.74214 -1.70102  0.000
H43 1.35637 -2.38211 -2.91065  0.000
H44 -0.21315 -1.58248 -2.75584  0.000
H45 -0.01187 -2.93600 -3.86315  0.000
H46 2.53888 -1.48125 -1.35774  0.000
H47 2.87230 -3.14475 -1.82062  0.000
H48 4.00328 -2.29275 -0.78280  0.000
H49 2.16823 -0.97580 1.27532  0.000
H50 3.70660 -1.84073 1.39320  0.000
H51 2.34198 -2.32735 2.37917  0.000
H52 2.58509 -5.06095 -0.17001  0.000
H53 2.42324 -4.70711 1.54970  0.000
H54 3.88735 -4.25411 0.69184  0.000
N5 1.37773 1.67385 -5.46152  0.001
C22 0.47055 1.54397 -4.47478  0.003
C23 0.75251 1.89970 -3.14017  0.008
N6 -0.15580 1.75239 -2.18776  0.091
C24 -1.36119 1.27255 -2.51967  0.006
C25 -1.62465 0.93337 -3.83841  0.002
N7 -0.72906 1.05749 -4.80212  0.000
H55 2.29607 2.04599 -5.30728  0.000
H56 1.10981 1.41575 -6.39646  0.000
H57 1.71972 2.31404 -2.87545  0.001
H58 -2.09250 1.15581 -1.73449  0.000
H59 -2.59588 0.54343 -4.11868  0.001

Cartesian forces (eV/Å) of the 3 atoms listed first:
0.1 0.4 -0.2
0.0 -0.1 0.0
0.0 -0.1 0.0

Summary:
maximum force = 0.5 eV Å⁻¹
E_tot = -4694.029154 Ha
HOMO-LUMO gap (spin up / spin down) = 8.9 / 6.9 eV
⟨S²⟩ = 8.759
charge = +2
HOMO level (spin up / spin down) = -13.917 / -13.914 eV
2S+1 = 6
E_LUMO (spin up / spin down) = -5.04 / -7.02 eV
ΔE to the lowest compared entry with this formula, charge and spin = 16.6 kJ/mol